Record 1
Below is a cluster of 6 separate species, C9H30O6 in total at a distorted geometry, with properties calculated with ωB97M-V with the def2-TZVPD basis set.

Geometry as XYZ:
```
45
Properties=species:S:1:pos:R:3:forces:R:3:mulliken_charge:R:1
C -11.628897 -14.999570 -1.504840 0.02 -0.92 -0.17 -0.92
C -11.661068 -13.805112 -0.575874 -1.21 0.86 -1.36 -0.34
O -11.414965 -12.581951 -1.332096 0.61 -0.54 0.93 -0.38
H -10.626331 -15.185715 -1.935510 -0.45 0.31 0.17 0.23
H -12.366010 -14.903933 -2.345747 0.59 -0.05 0.79 0.19
H -11.873248 -15.899525 -0.900046 -0.04 0.35 -0.49 0.37
H -10.959506 -13.917253 0.241387 0.20 0.34 0.01 0.34
H -12.694546 -13.701872 -0.189024 0.54 -0.23 0.30 0.27
H -12.169751 -12.479093 -1.921461 -0.23 0.12 -0.30 0.20
C -11.754250 -11.899517 -4.811913 -0.45 -0.67 1.12 -0.20
C -13.200529 -12.425949 -4.686992 0.57 0.23 0.74 -0.33
O -13.589110 -12.206842 -3.320113 0.77 0.47 0.41 -0.55
H -11.378551 -11.988461 -5.813897 -0.04 0.25 -0.31 -0.24
H -11.078966 -12.529545 -4.193408 -0.51 0.32 -0.19 0.08
H -11.685983 -10.886147 -4.408738 0.02 0.01 -0.36 0.35
H -13.173968 -13.493170 -4.846123 -0.23 -0.43 -0.45 0.28
H -13.929626 -11.937916 -5.340899 0.28 -0.04 -0.14 0.34
H -14.449675 -12.538450 -3.076787 -0.40 -0.25 -0.42 0.25
C -7.296819 -12.029072 -3.831414 -0.04 1.79 -0.32 -0.59
C -6.764360 -11.030052 -2.786878 -2.50 -0.31 0.82 -0.21
O -7.262309 -11.290659 -1.421628 1.45 -0.35 -1.16 -0.53
H -8.318676 -12.296871 -3.666403 -0.89 0.21 0.33 0.07
H -6.796815 -12.954045 -3.863709 1.07 -1.04 -0.04 0.36
H -7.255519 -11.508283 -4.809683 0.13 -0.51 0.31 0.19
H -7.093914 -10.025924 -3.097451 0.30 -0.19 0.20 0.15
H -5.713096 -11.070448 -2.709161 1.18 0.05 0.03 0.32
H -8.122847 -10.909284 -1.315083 -0.81 0.48 -0.17 0.29
C -10.200609 -9.575006 0.452596 -0.77 -0.82 -0.50 -0.58
O -10.311926 -9.688019 -0.972997 0.09 -0.82 -0.07 -0.48
H -9.736628 -10.486589 0.865898 0.31 0.62 0.05 0.27
H -9.685962 -8.643966 0.664760 0.33 -0.19 0.12 0.26
H -11.195559 -9.524988 0.910434 -0.01 0.13 -0.04 0.24
H -10.585966 -10.609512 -1.197157 0.06 0.79 0.42 0.33
C -7.825317 -8.128127 -5.868241 0.38 -0.10 -0.82 -0.53
O -7.267093 -9.237574 -6.550892 0.31 0.47 -0.02 -0.51
H -8.298006 -8.462583 -4.973493 -0.70 -0.13 0.83 0.18
H -6.961451 -7.559882 -5.571598 0.05 0.80 0.04 0.25
H -8.547072 -7.550414 -6.494474 0.60 -0.21 0.41 0.26
H -8.002199 -9.813506 -6.734339 -0.47 -0.63 -0.36 0.40
C -10.499458 -10.869290 -7.881861 -0.03 -1.72 -0.69 -0.75
O -9.233334 -11.011885 -7.216328 -0.21 -0.16 -0.61 -0.47
H -11.137673 -11.754005 -7.661743 0.41 0.51 -0.43 0.27
H -11.023686 -10.026189 -7.532583 -0.24 1.10 1.15 0.32
H -10.515356 -10.679619 -8.970272 0.82 -0.50 0.24 0.32
H -8.685560 -11.751292 -7.555176 -0.87 0.61 0.02 0.25
```
Forces are in eV/Å.

Computed properties:
E_LUMO (eV): 0.461
Spin multiplicity: 1
Orbital gap (eV): 10.14
SMILES: CCO.CCO.CCO.CO.CO.CO
HOMO (eV): -9.678

***

Record 2
Below is the ion C3H9N3 with charge +1 at a distorted geometry, with properties calculated with ωB97M-V with the def2-TZVPD basis set.

Geometry as XYZ:
```
15
Properties=species:S:1:pos:R:3:forces:R:3:mulliken_charge:R:1
C -1.373167 -0.451750 -1.325166 0.07 1.09 0.17 -1.05
C -0.935062 0.702322 -0.353550 0.09 -1.15 -1.43 -0.25
N 0.540206 0.599936 -0.194272 -0.66 -0.69 1.26 -0.28
C 1.026901 -0.208933 0.922640 0.77 2.41 -1.14 0.53
N 1.320768 0.514653 2.001045 -0.60 -1.72 -1.04 -0.32
N 1.148323 -1.430042 0.620681 0.04 -0.64 0.68 -0.40
H -2.248304 -0.138470 -1.903766 0.03 -0.24 0.29 0.36
H -0.557881 -0.573446 -2.044409 -0.23 -0.28 -0.04 0.29
H -1.565319 -1.367652 -0.777776 0.02 -0.16 -0.08 0.32
H -1.442069 0.614153 0.605049 0.23 0.29 0.06 0.29
H -1.175165 1.636046 -0.867523 0.25 0.15 0.41 0.35
H 1.032180 0.346525 -1.045636 -0.11 0.18 -0.18 0.32
H 1.046341 1.475425 1.889798 0.37 0.28 0.78 0.26
H 1.791788 0.061113 2.770557 -0.21 0.50 0.34 0.28
H 1.390467 -1.779874 -0.297670 -0.07 -0.02 -0.07 0.29
```
Forces are in eV/Å.

Computed properties:
E_LUMO (alpha / beta) (eV): -3.558 / -7.537
⟨S²⟩: 0.76
Spin multiplicity: 2
Orbital gap (alpha / beta) (eV): 11.90 / 7.49
HOMO (alpha / beta) (eV): -15.456 / -15.025
Net charge: +1

***

Record 3
Below is a structure of composition C39H43ClP2Si2V at a distorted geometry, with properties calculated with ωB97M-V with the def2-TZVPD basis set.

Geometry as XYZ:
```
88
Properties=species:S:1:pos:R:3:forces:R:3:mulliken_charge:R:1
C -2.006842 -0.735639 3.453224 -0.39 -0.29 1.65 -0.79
C -2.669416 -0.255208 2.297292 -0.82 0.87 0.22 -0.63
C -2.693821 -1.297021 1.348136 -0.62 -0.71 -0.96 -0.71
H -3.140953 0.708928 2.216591 -0.06 0.06 -0.14 0.54
C -2.024923 -2.420667 1.902300 -0.74 -1.11 0.48 -0.62
C -1.587352 -2.059599 3.201489 -1.48 -0.98 0.47 -0.87
H -1.208757 -2.726039 3.962269 0.27 0.03 -0.22 0.87
H -1.944223 -0.282779 4.428929 0.03 0.21 0.03 0.79
H -3.151323 -1.241423 0.370352 0.04 -0.09 0.10 0.56
H -1.914716 -3.405638 1.479629 0.00 0.07 -0.17 0.64
V -0.723261 -0.774984 1.815108 4.05 2.28 0.15 0.60
Si 2.413660 1.639321 -1.279767 -0.26 -0.15 0.30 0.49
C 0.838163 2.639053 -1.334425 -0.20 -0.02 -0.10 0.86
C 0.969672 3.945403 -1.819643 -0.02 0.14 0.33 -0.94
H 1.960233 4.305448 -2.095419 -0.19 0.02 -0.03 0.41
C -0.129251 4.794226 -1.921336 -0.12 -0.01 0.02 -0.73
H 0.011114 5.820457 -2.288071 -0.17 -0.53 0.15 0.35
C -1.391779 4.326482 -1.539431 0.08 0.10 0.13 -0.57
H -2.258942 4.986592 -1.606565 0.25 -0.18 0.02 0.39
C -1.548236 3.021825 -1.061844 -0.06 0.14 -0.10 -0.85
H -2.533522 2.658020 -0.737622 0.48 0.16 -0.27 0.50
C -0.442904 2.179160 -1.008301 0.01 -0.10 0.27 0.34
H -0.598235 1.131613 -0.732843 0.08 0.32 0.22 0.26
C -0.749066 -1.581737 -1.738762 -0.85 0.04 1.28 2.34
C -2.128728 -1.684409 -1.999069 0.34 -0.84 -0.26 -1.16
H -2.697756 -0.811209 -2.334197 0.23 -0.48 -0.16 0.47
C -2.723918 -2.946973 -1.913895 -0.17 0.22 0.00 -0.71
H -3.737152 -3.094318 -2.298636 0.25 0.08 0.36 0.40
C -1.999248 -4.038109 -1.432000 0.37 -0.16 0.03 -0.50
H -2.444999 -5.034227 -1.424954 0.06 0.32 -0.02 0.39
C -0.700512 -3.872255 -0.935764 -0.21 0.22 0.37 -0.91
H -0.156921 -4.709810 -0.478434 -0.36 0.37 -0.17 0.39
C -0.093628 -2.617263 -1.012170 -0.25 0.24 -0.80 -0.75
H 0.913935 -2.447046 -0.607193 -0.32 -0.20 -0.43 0.60
H 2.113480 0.121700 -1.423624 0.47 1.04 0.28 0.13
Si 0.296515 -0.521245 -2.805471 1.16 1.39 -1.90 -1.20
C 0.721542 -1.719990 -4.170222 0.48 -0.48 -0.03 0.89
C 0.063394 -1.641906 -5.413078 -0.01 -0.58 0.16 -0.38
H -0.401871 -0.704551 -5.739546 0.08 -0.48 0.23 0.23
C -0.048151 -2.790280 -6.208277 0.35 0.17 0.04 -0.68
H -0.607464 -2.733768 -7.144154 0.18 -0.10 0.24 0.40
C 0.562728 -3.983548 -5.809958 -0.01 0.15 0.19 -0.56
H 0.458249 -4.885626 -6.416861 0.02 0.29 0.18 0.36
C 1.324424 -4.021532 -4.633509 0.25 0.16 -0.12 -0.51
H 1.830387 -4.940880 -4.331638 -0.13 0.22 -0.18 0.40
C 1.447110 -2.882563 -3.835537 -0.68 -0.22 -0.56 -0.44
H 2.046722 -2.913300 -2.920347 -0.32 -0.05 -0.26 0.34
C -0.169797 1.005629 -3.932015 -0.30 -0.37 0.64 0.79
C -1.516829 1.306065 -4.153463 0.12 0.57 -0.11 -0.16
H -2.292052 0.665337 -3.731949 0.12 0.27 -0.12 0.18
C -1.880280 2.444231 -4.882203 -0.01 -0.21 -0.03 -0.80
H -2.937060 2.672083 -5.015016 0.21 0.02 0.00 0.40
C -0.905159 3.272909 -5.434137 -0.09 -0.11 0.06 -0.57
H -1.200881 4.177358 -5.968910 0.11 -0.28 0.10 0.36
C 0.442936 2.941442 -5.292394 -0.02 -0.33 0.10 -0.63
H 1.209161 3.574625 -5.746698 -0.21 -0.23 0.17 0.37
C 0.810250 1.808653 -4.555896 -0.31 0.11 0.19 -0.19
H 1.875182 1.592318 -4.432494 -0.31 -0.04 0.00 0.47
H 3.287775 2.273972 -2.253252 0.11 -0.34 -0.78 -0.22
Cl 3.586373 2.162891 0.354567 0.11 -0.28 0.20 -0.35
C 3.081898 -0.955561 2.833952 0.47 -0.17 -0.08 -1.19
P 1.389752 -1.387708 3.364609 -1.31 0.92 -0.84 1.26
C 1.542222 -3.118619 3.894781 0.34 -0.30 0.27 -1.77
C 1.227117 -0.402886 4.934221 -0.14 -0.04 -0.32 0.04
C 1.675034 -0.864120 6.169090 -0.09 0.16 0.18 -0.87
C 1.499133 -0.082462 7.315783 -0.05 0.01 -0.16 -0.64
C 0.898608 1.169994 7.221732 0.12 -0.19 -0.09 -0.81
C 0.477986 1.645218 5.979079 0.04 -0.04 0.32 -0.66
C 0.605213 0.866573 4.838351 0.41 -0.13 -0.18 -0.17
P 0.010236 1.438058 3.181652 -0.47 -1.67 -1.18 1.58
C -1.315386 2.631680 3.565205 -0.11 0.33 0.23 -1.84
C 1.315436 2.556062 2.623255 0.30 0.54 0.33 -0.93
H 3.124226 -1.057057 1.742842 0.15 0.05 0.24 0.24
H 3.823285 -1.623797 3.293812 -0.05 0.24 -0.10 0.44
H 3.321675 0.079382 3.102094 -0.08 -0.21 -0.11 0.39
H 2.536615 -3.312296 4.315304 -0.20 -0.09 0.04 0.50
H 0.775431 -3.351389 4.639445 0.15 -0.01 -0.12 0.43
H 1.393328 -3.769866 3.024487 0.02 0.19 0.19 0.29
H 2.151041 -1.843809 6.256353 -0.13 0.29 -0.04 0.36
H 1.834698 -0.459334 8.277740 -0.06 0.07 -0.10 0.40
H 0.759934 1.778060 8.111465 0.04 -0.08 -0.12 0.40
H 0.041349 2.636286 5.913301 -0.04 -0.07 0.02 0.38
H -0.851172 3.578990 3.874269 -0.30 -0.14 0.04 0.54
H -1.923453 2.815509 2.667516 0.25 -0.11 0.26 0.27
H -1.965107 2.262470 4.368602 0.10 0.06 -0.24 0.40
H 1.298045 3.471185 3.223409 0.21 0.04 -0.07 0.45
H 2.298157 2.088927 2.716603 -0.20 0.06 -0.05 0.14
H 1.151616 2.810344 1.572152 -0.03 -0.02 0.20 0.27
```
Forces are in eV/Å.

Computed properties:
E_LUMO (alpha / beta) (eV): 0.398 / -0.536
⟨S²⟩: 3.86
Spin multiplicity: 4
Orbital gap (alpha / beta) (eV): 6.17 / 3.87
HOMO (alpha / beta) (eV): -5.775 / -4.409

***

Record 4
Below is a cluster of 2 separate species, C4H11S in total at a distorted geometry, with properties calculated with ωB97M-V with the def2-TZVPD basis set.

Geometry as XYZ:
```
16
Properties=species:S:1:pos:R:3:forces:R:3:mulliken_charge:R:1
C -1.289800 -1.580025 0.945270 1.28 -0.69 1.22 -0.45
C -0.760886 -1.922029 2.357041 -0.82 -0.25 -0.40 -0.88
H -1.249265 -2.498435 0.370130 -0.35 0.00 -0.48 0.22
H -0.550667 -0.881177 0.546185 -0.64 0.43 -0.44 -0.05
H -2.301140 -1.232088 1.136403 -0.11 0.25 -0.81 0.26
H 0.315136 -2.035830 2.409650 0.17 0.15 -0.05 0.29
H -1.110691 -1.102219 2.975292 0.36 -0.04 0.61 0.24
H -1.228981 -2.859128 2.683546 0.09 0.16 0.31 0.29
C 0.556047 2.380312 -1.766176 0.06 0.51 -0.94 -1.02
C 1.468357 1.162695 -1.742702 -0.44 -0.05 1.31 -0.49
S 1.713263 0.590686 -0.005549 0.00 -0.20 -0.22 -0.71
H 0.298377 2.597550 -2.812412 -0.07 0.21 -0.13 0.31
H 1.059345 3.262720 -1.380149 0.14 0.08 0.20 0.27
H -0.392778 2.301558 -1.232729 0.20 -0.48 0.18 0.27
H 2.464912 1.413234 -2.101631 -0.11 0.10 -0.45 0.22
H 1.008772 0.402177 -2.382167 0.25 -0.18 0.08 0.24
```
Forces are in eV/Å.

Computed properties:
E_LUMO (eV): 4.119
Spin multiplicity: 1
Orbital gap (eV): 6.35
HOMO (eV): -2.233
Net charge: -1

***

Here are the calculated E numbers, same order: -22102.0226; -7718.4419; -113680.2092; -15161.9963 (eV).
Here are the calculated energy relative to the best compared isomer or geometry (same formula, charge and spin) numbers, same order: 67.3; 14.2; 42.0; 18.6 (kcal per mole).